The following is a quantum chemistry calculation of a molecular structure, C41H34N9O2STi in a non-equilibrium geometry, from the OMol25 dataset.

XYZ file:
```
88
Properties=species:S:1:pos:R:3:forces:R:3
Ti 0.889934 -0.410388 0.235617 0.6 -0.2 -1.3
O -0.924324 -0.883153 0.731678 -0.3 0.1 0.4
C -1.614581 -0.807765 1.827391 0.1 -0.1 0.0
C -3.014690 -0.992012 1.788942 0.1 0.1 0.1
C -3.768846 -0.910455 2.936585 -0.1 0.0 0.0
C -3.182830 -0.667818 4.184107 0.1 0.0 0.0
C -1.814001 -0.523300 4.245767 -0.2 0.0 0.0
C -1.015845 -0.591279 3.097324 0.5 0.1 0.1
C 0.434446 -0.521226 3.288485 -0.4 -0.2 -0.1
N 1.303964 -0.604096 2.360373 0.3 0.3 0.2
C 2.732361 -0.584297 2.722731 -0.2 -0.1 0.0
C 3.580691 -1.171921 1.588990 0.0 -0.1 -0.1
N 3.143119 -0.502674 0.380515 -0.3 0.0 0.2
C 3.936989 0.191069 -0.335046 -0.1 0.3 0.0
C 3.471813 1.318911 -1.133292 0.2 -0.2 0.1
C 4.267179 1.889506 -2.126358 0.0 0.0 -0.1
C 3.933477 3.102799 -2.693910 0.0 -0.1 0.0
C 2.811651 3.785657 -2.212571 -0.1 0.0 0.0
C 2.025149 3.263473 -1.206586 0.1 0.0 -0.3
C 2.306651 1.991019 -0.677963 0.0 -0.1 0.7
O 1.574547 1.491329 0.285339 -0.4 0.1 -0.2
H -3.463110 -1.182360 0.822701 0.0 0.0 0.0
H -4.843282 -1.041200 2.871420 0.0 0.0 0.0
H -3.787534 -0.608097 5.078546 0.0 0.0 0.0
H -1.330211 -0.357898 5.203383 0.0 0.0 0.0
H 0.755285 -0.441594 4.333226 0.0 -0.1 0.0
H 3.025598 0.456594 2.881154 0.0 0.0 0.0
H 2.886921 -1.149479 3.645998 0.1 0.0 0.0
H 4.639730 -0.981642 1.795899 0.0 -0.1 0.0
H 3.417002 -2.246479 1.513668 0.0 0.0 0.0
H 5.021009 0.066340 -0.228934 0.0 0.0 0.0
H 5.153025 1.356702 -2.457188 0.0 0.0 0.0
H 4.537716 3.526466 -3.484936 0.0 0.0 0.0
H 2.555177 4.750742 -2.635962 0.0 0.0 0.0
H 1.152373 3.786141 -0.837225 0.0 0.0 0.0
S 0.735703 -0.386679 -2.220187 -0.1 -0.1 0.3
C 1.361832 -2.016055 -2.483556 0.2 -0.1 0.3
N 1.609055 -2.349837 -3.726381 0.3 -0.1 -0.1
N 2.260194 -3.587109 -3.872985 -0.3 0.0 0.3
C 3.478338 -3.923196 -3.369854 0.2 0.0 -0.1
C 3.986908 -5.214966 -3.595119 0.0 0.0 0.0
C 5.239942 -5.579714 -3.137811 0.0 0.0 0.0
C 6.037716 -4.682571 -2.436206 -0.1 0.0 0.0
C 5.538100 -3.403261 -2.212290 0.0 0.0 0.0
C 4.288239 -3.016839 -2.660636 0.0 0.0 0.0
N 1.629759 -2.889932 -1.461806 -0.4 0.3 -0.3
N 1.251151 -2.511717 -0.246839 0.2 -0.2 0.0
C 1.479470 -3.548601 0.680274 -0.1 0.3 -0.1
C 0.675621 -3.627405 1.820009 0.0 -0.1 0.2
C 0.895980 -4.608083 2.776317 0.0 0.0 0.0
C 1.918562 -5.534692 2.615752 0.0 0.0 0.0
C 2.707015 -5.473200 1.470596 0.0 0.0 0.0
C 2.492272 -4.501325 0.507218 0.0 -0.1 0.0
H 1.858511 -4.177471 -4.577181 0.0 0.0 -0.1
H 3.371275 -5.936886 -4.121536 0.0 0.0 0.0
H 5.593731 -6.587282 -3.326818 0.0 0.0 0.0
H 7.014938 -4.971703 -2.072431 0.0 0.0 0.0
H 6.138510 -2.680289 -1.669657 0.0 0.0 0.0
H 3.922984 -2.017471 -2.470459 0.0 0.0 0.0
H -0.140736 -2.929397 1.937192 0.0 0.0 0.0
H 0.248572 -4.656526 3.644866 0.0 0.0 0.0
H 2.090172 -6.300162 3.362615 0.0 0.0 0.0
H 3.505649 -6.191251 1.322541 0.0 0.0 0.0
H 3.097047 -4.461418 -0.388653 0.0 0.0 0.0
N -5.634205 4.349535 -1.315910 -0.1 0.1 0.1
C -6.687861 5.149681 -0.923269 0.0 -0.1 -0.2
C -7.763304 5.698611 -1.616079 0.1 0.0 0.0
C -8.647673 6.463873 -0.881948 0.0 0.0 0.1
C -8.468045 6.674517 0.496577 0.0 0.0 -0.1
C -7.397289 6.124500 1.171794 0.0 0.0 0.0
C -6.492495 5.350531 0.446152 0.2 -0.1 0.2
N -5.345314 4.690406 0.871678 -0.2 0.1 -0.1
C -4.873579 4.116096 -0.198867 0.4 -0.3 0.0
C -3.641081 3.297726 -0.252681 -0.4 0.3 0.0
C -3.271522 2.607024 -1.399481 0.1 -0.1 0.0
C -2.094965 1.869381 -1.385744 -0.1 0.0 0.0
N -1.301805 1.805707 -0.324740 0.1 -0.1 0.0
C -1.658224 2.467525 0.769603 -0.1 0.1 0.0
C -2.819864 3.221535 0.863890 0.1 -0.1 0.0
H -5.434617 4.028225 -2.244737 0.0 0.0 0.0
H -7.904499 5.537616 -2.677033 0.0 0.0 0.0
H -9.499479 6.912136 -1.377158 0.0 0.0 0.0
H -9.187223 7.279102 1.033747 0.0 0.0 0.0
H -7.252705 6.281834 2.232499 0.0 0.0 0.0
H -3.872087 2.607610 -2.300500 0.0 0.0 0.0
H -1.775944 1.295651 -2.249875 0.0 0.0 0.0
H -0.975044 2.399816 1.610203 0.0 0.0 0.0
H -3.084213 3.738819 1.775031 0.0 0.0 0.0
```
Positions in Å, forces in eV/Å.

Properties
* <S²>: 2.023
* charge: -1
* energy relative to the best compared isomer or geometry (same formula, charge and spin): 64.7 kJ/mol
* 2S+1: 3
* frontier orbital gap (spin up / spin down): 5.35 / 5.84 eV
* energy: -3473.91094 hartree
* maximum force: 1.39 eV Å⁻¹

These are the Mulliken partial charges, in e, on atoms 1 to 6:
1. Ti -0.067
2. O -0.315
3. C 0.644
4. C -0.675
5. C -0.529
6. C -0.758


The following is a quantum chemistry calculation of a molecular structure, C10H22Cl3N3O3 in a non-equilibrium geometry, from the OMol25 dataset.

XYZ file:
```
41
Properties=species:S:1:pos:R:3:forces:R:3
C 0.590429 -0.870806 -2.219910 4.7 1.1 -3.3
O 0.358679 -1.296806 -1.121700 5.3 -2.6 -1.9
N 1.086369 0.368424 -2.563320 -0.3 -2.2 0.4
C 1.606369 0.671304 -3.908690 -0.7 -0.9 0.4
C 1.284159 1.382924 -1.566570 0.3 1.1 -0.2
H 0.406059 -1.530436 -3.081930 0.6 0.2 -0.5
H 1.836009 -0.233136 -4.472030 -0.3 -0.2 0.2
H 2.574019 1.163664 -3.812060 -0.4 0.5 -0.1
H 0.794839 1.188714 -4.420350 0.6 0.6 -0.3
H 0.867029 2.332984 -1.900450 -0.2 0.0 -0.3
H 0.864539 1.205244 -0.576390 0.0 -0.3 -1.1
H 2.351659 1.573144 -1.455390 0.2 -0.1 0.2
C 2.322659 0.781324 3.607950 3.0 -1.0 2.7
O 3.552339 0.972004 3.727410 -1.6 0.1 -0.4
N 1.444159 0.984834 4.619650 -0.5 -0.4 -1.8
C 0.022109 0.768774 4.283470 0.5 0.1 0.3
C 1.841899 1.510124 5.886260 -1.0 -0.3 0.8
H 1.870099 0.365254 2.694560 1.9 -0.6 3.5
H -0.525821 1.710464 4.250240 -0.1 0.1 0.3
H -0.452781 0.071194 4.973380 0.0 0.1 0.2
H -0.054231 0.336104 3.285940 0.0 0.1 0.6
H 2.921059 1.535424 6.037510 -0.2 0.2 -0.5
H 1.323509 2.455734 6.044940 0.5 0.4 0.2
H 1.426569 0.832874 6.632540 0.1 -0.1 0.4
C -3.720881 -0.086016 -2.855790 1.7 0.8 2.0
O -3.598181 1.030434 -2.352120 -0.8 -0.3 -0.9
N -2.845091 -1.059646 -2.523860 -0.4 -1.8 -0.7
C -2.938401 -2.355346 -3.151860 0.3 -0.2 -0.1
C -1.680981 -1.004756 -1.596280 -7.1 0.2 -6.7
H -4.506181 -0.427916 -3.547600 0.0 0.3 0.0
H -3.858721 -2.552526 -3.701620 0.0 0.3 0.0
H -2.844481 -3.121136 -2.381900 0.0 -0.2 -0.1
H -2.084731 -2.426916 -3.825820 0.0 -0.5 -0.3
H -1.876101 -0.230306 -0.854490 -2.8 1.4 -5.9
H -1.529911 -1.908396 -1.005760 -1.0 -0.6 -2.0
H -0.756911 -0.796366 -2.135500 -5.4 1.0 -0.6
C 0.446689 -0.707446 0.908200 -0.1 0.9 4.9
Cl 0.540049 -1.841126 2.268820 0.3 -0.6 0.3
Cl 1.169409 0.867714 1.380340 -2.7 1.3 -4.5
Cl -1.266251 -0.592116 0.363240 5.8 1.6 13.1
H 1.038939 -1.067456 0.066940 0.1 0.3 1.6
```
Positions in Å, forces in eV/Å.

Properties
* charge: 0
* energy relative to the best compared isomer or geometry (same formula, charge and spin): 1314.9 kJ/mol
* 2S+1: 1
* frontier orbital gap: 8.31 eV
* energy: -2164.28948 hartree
* maximum force: 14.41 eV Å⁻¹

These are the Mulliken partial charges, in e, on atoms 1 to 6:
1. C -0.195
2. O -0.617
3. N 0.241
4. C -1.015
5. C -0.809
6. H 0.467


The following is a quantum chemistry calculation of a molecular structure, C13H23ClNPSn in a non-equilibrium geometry, from the OMol25 dataset.

XYZ file:
```
40
Properties=species:S:1:pos:R:3:forces:R:3
C -2.705760 0.266379 -2.316077 -0.2 0.5 0.0
C -2.505674 -0.961025 -1.703759 0.3 -0.2 0.0
C -1.784243 -1.076214 -0.508831 -0.5 0.0 -0.3
C -1.309886 0.088529 0.108243 0.4 -0.2 0.1
C -1.418158 1.325018 -0.560759 -0.5 0.2 -0.2
C -2.181025 1.421438 -1.728311 0.3 -0.4 -0.1
C -1.612449 -2.486267 0.007150 -0.6 -0.5 0.3
C -0.187607 -3.055132 0.197125 -0.8 0.1 0.7
N 0.841156 -2.047951 0.410574 1.9 -2.5 -1.7
Sn -0.592812 0.106889 2.167974 -0.9 0.1 0.3
C -0.675543 2.569116 -0.103643 -0.6 -0.8 1.0
P 0.982885 2.033672 0.526180 -0.2 3.1 -1.8
H -2.899941 -1.881579 -2.138442 0.1 0.4 -0.1
H -2.295560 2.404122 -2.183579 0.0 -0.3 -0.1
H -3.249750 0.324105 -3.262457 0.1 0.0 0.4
H -1.205318 3.129101 0.684622 0.1 -0.2 -0.2
H -0.474866 3.256061 -0.943184 0.0 -0.3 0.4
H -2.144403 -2.650292 0.959271 0.1 0.3 -0.3
H -2.076339 -3.159872 -0.724296 -0.1 0.2 0.3
H -0.189879 -3.737794 1.059170 0.0 0.3 -0.3
C 1.521694 3.523102 1.422004 0.6 -0.6 1.0
C 1.841591 2.138551 -1.087116 0.9 -1.2 -0.1
H 0.077450 -3.649075 -0.695687 0.2 0.4 0.1
C 1.370083 -1.479884 -0.833863 0.0 1.2 -0.2
C 1.936880 -2.542424 1.251568 0.0 0.6 1.2
H -1.108531 1.572581 2.916810 0.2 -0.4 -0.2
H 1.866488 -2.271860 -1.440588 -0.3 0.3 0.6
H 0.569329 -1.022237 -1.427584 0.2 -0.3 0.2
H 2.125627 -0.710460 -0.590007 -0.3 -0.4 -0.1
H 2.497375 -3.352758 0.739722 -0.5 0.3 0.0
H 2.626876 -1.719574 1.460558 0.0 -0.2 -0.1
H 1.532232 -2.924976 2.200619 0.1 0.1 -0.4
H 1.832336 3.174190 -1.459905 -0.1 -0.2 0.4
H 2.879200 1.788857 -0.992901 -0.2 0.3 -0.1
H 1.348569 1.493488 -1.830091 0.0 0.2 0.3
H 1.609080 4.394119 0.753452 -0.1 -0.4 0.0
H 0.809667 3.735594 2.229507 0.2 0.0 -0.2
H 2.499666 3.311977 1.884418 -0.3 0.3 -0.1
H 1.180452 0.344001 2.049439 -0.1 -0.1 0.0
Cl -1.330910 -1.671499 3.502676 0.5 0.4 -0.6
```
Positions in Å, forces in eV/Å.

Properties
* charge: +2
* energy relative to the best compared isomer or geometry (same formula, charge and spin): 0.0 kJ/mol
* 2S+1: 1
* frontier orbital gap (spin up / spin down): 5.70 / 5.19 eV
* energy: -1579.01445 hartree
* maximum force: 3.60 eV Å⁻¹

These are the Mulliken partial charges, in e, on atoms 1 to 6:
1. C -0.963
2. C -0.811
3. C 0.464
4. C 0.485
5. C 0.867
6. C -0.842


- What is the energy relative to the best compared isomer or geometry (same formula, charge and spin) in the first record?
  64.7 kJ/mol